C24H41MoN5O6Si2 | ωB97M-V/def2-TZVPD

As for the charge: 0. The HOMO energy (spin up / spin down) is -8.0494 / -8.3145 eV. Its spin multiplicity is 3. Its strongest force on any atom is 1.57 eV/A. The calculation puts the calculated total energy at -62897.6177 eV. The energy relative to the best compared isomer or geometry (same formula, charge and spin) is 0.618 eV.

```
79
Properties=species:S:1:pos:R:3:forces:R:3:mulliken_spin:R:1
Mo 0.24169 0.06731 0.36508 0.300 0.348 -0.756 1.950
N -1.82904 -2.67061 0.99976 0.129 0.168 -0.018 0.005
N -1.15121 -3.42606 0.03461 0.135 0.302 0.040 0.002
C -0.34316 -2.79025 -0.90204 0.311 0.527 0.352 0.006
O -0.05998 -3.32826 -1.93761 0.035 -0.042 -0.196 0.013
O 0.13680 -1.60240 -0.51384 -0.246 -1.466 -0.498 0.117
H -1.85996 -3.18820 1.86253 0.020 -0.105 0.212 -0.001
H -2.77438 -2.47241 0.70759 -0.229 0.093 -0.078 0.001
H -1.63649 -4.20900 -0.36606 -0.098 -0.220 -0.131 0.000
O 1.69225 2.16347 2.83955 -0.696 -0.043 -0.087 0.017
N 1.01769 2.73512 1.98700 1.071 -0.289 -0.932 0.007
O 1.01029 3.93200 1.80437 -0.387 -0.055 0.304 0.015
O 0.33424 2.01231 1.10398 -0.128 0.792 0.755 -0.046
C 3.04154 2.28558 -0.68702 -0.120 0.367 -0.095 0.029
Si 2.64382 0.52215 -0.22630 0.349 -0.140 -0.055 -0.153
C 3.67822 0.10219 1.29002 0.001 -0.187 0.305 0.017
C 3.34977 -0.60180 -1.56482 0.041 -0.064 -0.160 0.032
C 3.67981 -0.11083 -2.83272 -0.064 -0.044 -0.005 -0.012
C 4.38049 -0.88747 -3.75045 -0.053 0.004 0.023 0.002
C 4.76499 -2.17962 -3.41697 -0.051 0.021 0.046 -0.004
C 4.42274 -2.69963 -2.17345 -0.056 0.063 0.021 0.002
C 3.72127 -1.91780 -1.26380 -0.025 0.000 -0.129 -0.008
H 3.98138 2.31457 -1.25091 -0.098 0.016 0.113 -0.002
H 3.16334 2.90073 0.21252 -0.036 -0.082 -0.121 0.003
H 2.25866 2.75137 -1.29371 0.146 -0.034 0.053 -0.010
H 4.73671 0.22498 1.02582 -0.142 -0.040 0.017 0.000
H 3.53840 -0.93368 1.62647 0.079 0.143 -0.062 0.004
H 3.44587 0.76128 2.12883 0.010 -0.042 -0.074 -0.001
H 3.38770 0.89971 -3.11200 0.082 -0.106 0.037 0.000
H 4.62991 -0.48077 -4.72530 -0.019 -0.030 0.080 0.000
H 5.32522 -2.78201 -4.12342 -0.048 0.033 0.034 0.000
H 4.70756 -3.71281 -1.90996 -0.026 0.066 -0.029 0.000
H 3.46329 -2.34587 -0.29829 0.049 0.038 -0.052 0.002
C -0.50875 2.99244 -1.78204 0.240 0.359 0.054 0.030
Si -1.29873 1.39458 -1.22037 -0.364 0.300 -0.085 -0.132
C -1.68356 0.42394 -2.82483 0.124 -0.307 -0.067 -0.017
C -2.61120 -0.77432 -2.55533 -0.058 0.086 -0.105 -0.013
C -0.34813 -0.07824 -3.41562 -0.106 0.166 -0.126 0.015
C -2.33146 1.33141 -3.88471 -0.040 0.086 -0.013 -0.002
C -2.89834 1.87209 -0.24922 0.003 -0.006 0.271 -0.020
C -3.37945 0.69756 0.61735 -0.207 0.023 -0.151 0.008
C -2.60346 3.06858 0.67599 -0.095 0.044 -0.036 0.007
C -4.04826 2.28809 -1.17692 -0.026 0.035 0.010 -0.001
H -1.24631 3.62324 -2.29755 0.120 -0.104 0.074 -0.004
H 0.32080 2.80976 -2.47443 -0.139 0.045 0.044 0.013
H -0.11772 3.54981 -0.92388 -0.043 -0.054 -0.148 0.000
H -2.31875 -1.33256 -1.66210 0.029 -0.010 -0.009 0.005
H -2.58657 -1.47692 -3.39810 -0.027 0.080 0.053 0.000
H -3.65047 -0.44868 -2.41784 0.178 -0.086 -0.013 -0.001
H 0.16079 -0.79626 -2.78057 0.031 -0.096 0.067 0.006
H 0.34034 0.75645 -3.60318 -0.091 -0.111 0.003 -0.002
H -0.53405 -0.57384 -4.37827 0.016 0.064 0.078 0.000
H -3.25995 1.79555 -3.53785 0.182 -0.120 -0.141 -0.001
H -2.56850 0.73461 -4.77715 0.051 0.077 0.088 0.000
H -1.64981 2.13334 -4.19200 -0.100 -0.136 0.026 0.000
H -2.59433 0.32102 1.27793 0.033 -0.017 0.066 0.006
H -3.72343 -0.13706 -0.00469 0.059 0.048 0.093 0.003
H -4.22504 1.01124 1.24755 0.103 -0.049 -0.065 0.000
H -1.77936 2.87655 1.36402 -0.063 0.001 -0.049 0.003
H -3.50156 3.30187 1.26899 0.118 -0.028 -0.112 0.000
H -2.34144 3.96450 0.10187 -0.033 -0.123 0.092 0.000
H -4.40804 1.45900 -1.79331 0.027 0.115 0.093 0.000
H -3.75543 3.10814 -1.84239 -0.066 -0.081 0.103 0.000
H -4.89359 2.64145 -0.56889 0.080 -0.034 -0.068 0.000
N 0.16165 -3.27711 6.58012 0.089 -0.005 0.007 0.001
C -0.50643 -2.14024 6.25308 0.140 0.022 -0.240 0.000
O -1.32636 -1.62560 6.97623 -0.155 0.062 0.116 0.004
C -0.22007 -1.55367 4.88431 -0.097 -0.148 0.309 0.019
C 0.51856 -2.18875 3.90353 0.278 -0.216 -0.149 -0.010
C 0.66998 -1.57848 2.67786 0.099 -0.229 0.125 0.080
N 0.11315 -0.39871 2.38602 -0.097 -0.282 0.769 -0.026
C -0.58794 0.21860 3.33147 -0.179 0.200 0.347 0.058
C -0.77061 -0.32443 4.58784 -0.153 0.311 0.049 0.001
H 0.02794 -3.61124 7.52002 0.007 -0.013 0.024 0.000
H 1.00909 -3.54609 6.11234 -0.047 0.023 0.008 0.000
H 0.97153 -3.16008 4.05338 -0.014 0.039 -0.037 -0.001
H 1.23964 -2.05501 1.89540 0.044 -0.067 -0.160 -0.011
H -1.01453 1.17033 3.06480 -0.054 0.156 -0.060 -0.009
H -1.34127 0.19987 5.34166 -0.031 -0.014 -0.049 0.000
```
Positions in Å, forces in eV/Å.



C6H7AuN9S2 | ωB97M-V/def2-TZVPD

As for the charge: -1. The HOMO energy (spin up / spin down) is -4.1497 / -5.0646 eV. Its spin multiplicity is 3. Its strongest force on any atom is 0.20 eV/A. The calculation puts the calculated total energy at -45109.5871 eV. The energy relative to the best compared isomer or geometry (same formula, charge and spin) is 0.000 eV.

```
25
Properties=species:S:1:pos:R:3:forces:R:3:mulliken_spin:R:1
Au 0.08418 -0.02936 -0.01505 0.072 -0.037 0.004 0.422
N -3.17483 1.28772 0.39035 -0.001 -0.001 -0.001 -0.001
C -2.13487 2.06223 0.84915 -0.034 -0.010 -0.008 -0.006
N -2.31089 3.24180 1.41666 0.040 0.002 0.005 0.007
N -1.05845 3.65628 1.71429 -0.029 0.021 0.009 0.005
N -0.18883 2.78688 1.35126 0.014 -0.025 -0.012 0.001
N -0.84355 1.74212 0.78797 -0.030 0.010 -0.001 0.103
C -3.07866 0.05382 -0.20960 -0.014 0.033 0.014 -0.006
N -4.12968 -0.63015 -0.62444 0.026 -0.030 -0.012 0.007
N -3.60382 -1.76326 -1.14262 -0.037 0.004 0.000 0.005
N -2.32525 -1.76168 -1.04651 0.029 0.011 0.006 0.002
N -1.94658 -0.60513 -0.44942 -0.032 0.011 0.000 0.103
H -4.09981 1.66169 0.50542 0.004 -0.001 0.000 0.000
C 3.62885 -2.89495 -1.14254 0.006 -0.021 -0.009 -0.010
C 2.71734 -1.78699 -0.66975 0.142 0.109 0.064 0.149
S 1.07320 -2.03788 -0.92184 -0.091 0.000 -0.011 0.513
C 3.25880 -0.63979 -0.06380 0.010 -0.175 -0.086 0.158
C 4.75022 -0.49581 0.12380 0.011 0.025 0.014 -0.011
S 2.34368 0.65548 0.50078 -0.053 0.071 0.026 0.513
H 3.04572 -3.69963 -1.58351 -0.008 0.005 0.002 0.003
H 4.21046 -3.30834 -0.31548 -0.003 0.000 0.004 0.009
H 4.33419 -2.53298 -1.89397 -0.003 0.004 -0.003 0.009
H 5.31258 -1.34701 -0.25028 -0.004 -0.012 -0.006 0.002
H 4.98295 -0.37087 1.18253 -0.007 0.003 0.001 0.012
H 5.10596 0.40027 -0.38725 -0.007 0.002 0.001 0.012
```
Positions in Å, forces in eV/Å.



C39H35N8S2SeW | ωB97M-V/def2-TZVPD

As for the charge: +1. The HOMO energy (spin up / spin down) is -9.2001 / -9.2016 eV. Its spin multiplicity is 1. Its strongest force on any atom is 1.77 eV/A. The calculation puts the calculated total energy at -141764.9458 eV. The energy relative to the best compared isomer or geometry (same formula, charge and spin) is 4.409 eV.

```
86
Properties=species:S:1:pos:R:3:forces:R:3:mulliken_charge:R:1
W -0.38512 0.02750 0.43488 -0.192 0.824 -0.424 3.154
C 1.45472 -5.04155 -0.60896 0.039 0.012 0.042 -0.459
S 0.73272 -4.68810 1.01032 -0.051 -0.012 -0.039 0.057
C 0.57716 -2.94213 0.94504 -0.073 -0.274 0.309 0.041
S 0.12008 -2.11319 -0.57914 -1.446 -0.536 -0.760 -0.349
N 0.83336 -2.28640 2.00823 0.194 0.118 -0.478 -0.799
N 0.55469 -0.91857 2.01117 -0.297 -0.085 0.592 -0.032
C 1.57788 -0.17764 1.43566 -0.021 -0.071 -0.276 -0.525
C 1.66086 1.26190 1.73345 -0.031 0.013 0.044 0.381
C 2.70277 2.02152 2.24670 -0.007 0.005 -0.013 -0.972
C 2.48267 3.37510 2.43331 -0.003 0.008 -0.001 -0.227
C 1.24942 3.93369 2.10457 0.003 0.002 0.003 -0.922
C 0.27566 3.12716 1.55308 0.001 0.000 -0.022 -0.198
N 0.50115 1.82812 1.34766 -0.037 -0.053 0.026 -0.222
H 1.54245 -6.12608 -0.65157 0.002 -0.001 -0.001 0.415
H 2.44636 -4.60142 -0.69286 0.003 -0.004 -0.012 0.394
H 0.81562 -4.71299 -1.42392 0.020 -0.001 -0.003 -0.216
H 2.45453 -0.72168 1.09734 0.039 0.026 0.050 0.757
H 3.63613 1.55132 2.52355 0.000 0.002 0.003 0.515
H 3.26046 3.99798 2.85500 0.001 0.000 -0.001 0.446
H 1.05316 4.98404 2.26286 0.001 0.000 0.001 0.433
H -0.69104 3.50754 1.25041 -0.001 -0.010 -0.006 0.492
N 2.52099 0.98900 -2.80494 0.036 -0.038 -0.026 0.154
C 1.94404 0.59966 -1.66614 -0.054 0.094 0.030 -0.311
N 0.66728 0.65546 -1.43024 0.161 -0.053 0.082 -0.218
C -0.20010 1.05272 -2.48187 -0.054 0.075 -0.014 0.021
N -1.45898 0.91526 -2.36013 0.040 0.012 0.038 -1.268
N -1.86509 0.24378 -1.23523 -0.282 -0.651 -0.427 0.373
C -2.42170 0.99551 -0.29735 0.722 0.119 0.526 -1.096
C -3.00394 0.26394 0.87437 -0.185 0.142 -0.068 1.205
C -4.40895 0.34723 1.26783 0.030 -0.071 0.032 -1.286
C -4.71451 -0.24333 2.42056 -0.029 -0.003 -0.013 -1.098
C -3.63776 -0.89523 3.16796 -0.003 -0.022 0.052 -0.279
C -2.22813 -0.36017 3.19110 0.023 -0.002 -0.023 -0.749
N -1.92829 0.41720 1.95049 -0.032 -0.083 0.108 -0.644
C 0.39463 1.59224 -3.71100 0.011 -0.009 -0.002 0.874
C -0.37754 2.11733 -4.74452 0.017 0.001 -0.002 -0.377
C 0.23082 2.57766 -5.89611 0.004 0.004 0.001 -0.825
C 1.61612 2.51580 -6.02990 -0.005 0.008 -0.015 -0.437
C 2.39627 1.99498 -5.01512 -0.009 -0.010 0.007 -0.968
C 1.77473 1.53646 -3.86164 0.001 0.013 -0.012 0.004
H 3.51847 0.89240 -2.90230 -0.004 0.004 -0.002 0.297
H 2.59904 0.21737 -0.89568 0.011 0.039 0.013 0.492
H -2.59985 2.05677 -0.44587 0.070 0.013 0.043 0.577
H -5.12019 0.85477 0.63200 0.000 0.006 0.004 0.546
H -5.72082 -0.26145 2.81622 0.001 0.006 0.008 0.468
H -3.90467 -1.38495 4.09559 -0.008 0.008 0.005 0.617
H -1.68371 -0.11377 4.08869 -0.003 -0.016 0.006 0.442
H -1.45174 2.14688 -4.62632 0.000 0.001 0.005 0.515
H -0.37002 2.98410 -6.69764 0.001 0.002 -0.001 0.439
H 2.08856 2.87549 -6.93371 0.000 0.001 0.000 0.414
H 3.47342 1.94129 -5.11448 0.001 0.001 0.001 0.411
C -2.13080 -0.89241 1.18357 -0.036 -0.039 0.008 -0.509
C -2.47641 -1.63890 2.46929 -0.034 0.057 -0.013 1.530
C -2.22527 -3.06100 2.79745 0.004 0.038 -0.012 -0.623
C -1.39296 -3.41641 3.85228 0.005 -0.015 -0.008 0.032
C -1.23704 -4.75076 4.19975 0.002 0.003 -0.005 -0.922
C -1.91158 -5.73657 3.49428 -0.002 -0.013 0.007 -0.537
C -2.73891 -5.38613 2.43619 -0.003 0.008 -0.009 -0.794
C -2.89486 -4.05372 2.08682 0.033 -0.029 0.014 0.010
H -0.85032 -2.64768 4.38866 -0.004 0.005 -0.002 0.325
H -0.58328 -5.01972 5.01902 -0.001 -0.001 0.001 0.412
H -1.79155 -6.77671 3.76775 -0.002 0.000 0.000 0.425
H -3.26701 -6.15265 1.88354 -0.004 -0.004 0.006 0.451
H -3.53970 -3.77942 1.26049 -0.021 0.007 0.016 0.473
C 0.49493 -7.24512 -5.20797 0.012 -0.017 0.009 -1.550
C -0.13516 -6.22427 -4.30446 -0.020 0.025 0.016 0.716
C -0.85488 -6.60659 -3.18005 -0.004 -0.012 -0.026 -1.317
C -1.45298 -5.67662 -2.33889 -0.049 0.015 0.073 1.130
C -2.18941 -6.15336 -1.11801 0.006 0.016 -0.006 -1.251
C -1.33363 -4.31167 -2.65082 -0.008 -0.133 -0.114 -0.141
Se -2.13978 -3.01665 -1.53209 1.574 0.459 0.656 0.186
C -0.62074 -3.89963 -3.79350 -0.055 0.099 -0.033 1.585
C -0.47651 -2.44860 -4.16725 0.012 -0.007 0.028 -1.317
C -0.02763 -4.86570 -4.59066 0.020 -0.027 -0.002 -1.192
H 0.47418 -8.23755 -4.76081 -0.001 0.002 0.000 0.365
H 1.53193 -6.98889 -5.42760 -0.004 0.008 -0.001 0.363
H -0.03653 -7.29534 -6.16015 -0.005 0.008 0.004 0.341
H -0.94955 -7.66097 -2.94605 -0.004 0.005 0.003 0.330
H -2.11627 -7.23643 -1.02875 -0.007 0.005 0.003 0.375
H -3.24618 -5.88432 -1.16067 -0.004 -0.020 0.001 0.405
H -1.77845 -5.69587 -0.21616 0.000 -0.012 0.005 0.010
H -1.44443 -1.94787 -4.20308 0.002 0.004 -0.006 0.360
H 0.00957 -2.35418 -5.13751 -0.008 0.008 0.005 0.429
H 0.12567 -1.91278 -3.42844 0.007 0.002 -0.013 0.054
H 0.52662 -4.55421 -5.46946 -0.002 0.006 0.006 0.389
```
Positions in Å, forces in eV/Å.



C8H12N2 | ωB97M-V/def2-TZVPD

As for the charge: 0. The HOMO energy is -8.9396 eV. Its spin multiplicity is 1. Its strongest force on any atom is 8.77 eV/A. The calculation puts the calculated total energy at -11463.9884 eV. The energy relative to the best compared isomer or geometry (same formula, charge and spin) is 7.249 eV.

```
22
Properties=species:S:1:pos:R:3:forces:R:3:mulliken_charge:R:1
C -1.84609 2.44589 1.88282 -2.319 -1.885 4.824 -0.919
C -1.37605 2.03416 0.48087 -0.349 4.827 0.522 -0.209
C -0.47383 0.97559 0.16990 1.005 -5.398 -1.869 0.620
C 0.84454 1.23971 -0.31322 -5.368 5.347 4.331 -0.523
C 1.20871 -0.70291 -0.89646 2.129 -4.748 1.111 0.794
C 2.34330 -1.64070 -1.13705 1.568 -2.102 -0.995 -1.322
C 0.05310 -1.27285 -0.34254 -3.194 1.645 -0.333 0.140
C -0.24643 -2.92475 -0.49947 -2.464 5.447 -6.416 -0.942
H -1.17771 3.14227 2.64572 -1.496 -1.521 -2.673 0.289
H -2.00367 1.41813 2.71034 0.178 2.842 -2.682 0.239
H -2.95988 2.91042 1.73852 2.907 -0.905 0.735 0.258
H -2.31436 1.83414 -0.16470 1.575 1.083 0.793 0.270
H -0.70700 3.11673 0.39493 -2.126 -2.791 -1.410 0.143
H 1.09299 2.20882 -0.01804 0.885 2.017 -0.159 0.355
H 2.16202 -2.52994 -0.37412 1.376 1.584 -1.987 0.309
H 3.36615 -1.12436 -1.15260 -1.516 -0.535 1.285 0.360
H 2.46827 -1.95484 -2.21774 -0.955 -0.604 0.960 0.309
H -0.03963 -3.45348 0.39260 0.606 -0.915 0.313 0.352
H 0.41080 -2.84696 -1.65182 -1.864 -1.959 3.880 0.312
H -1.55233 -3.04591 -0.94198 4.301 0.382 1.844 0.261
N 1.69873 0.50193 -0.76400 2.248 -1.955 -2.431 -0.499
N -0.95164 -0.33109 0.05805 2.873 0.143 0.359 -0.597
```
Positions in Å, forces in eV/Å.



- Number 1 is which compound?
  C24H41MoN5O6Si2



- What is the formula in the first record?
  C24H41MoN5O6Si2



- Which value of charge does entry 3 give?
  +1



- What is the formula in the fourth record?
  C8H12N2